Record 1
Density functional theory data (wB97M-V/def2-TZVPD) for C18H21BrFeN2O5Se4 as an isolated structure at a distorted geometry.

ΔE to the lowest compared entry with this formula, charge and spin = 1231.5 kJ/mol
electronic energy = -14627.36083 hartree
net charge = -2
2S+1 = 5
<S²> = 6.022
gap between HOMO and LUMO (alpha / beta) = 5.0 / 5.1 eV
strongest force on any atom = 7.54 eV/A
HOMO energy (alpha / beta) = -1.14 / -1.34 eV

CARTESIAN COORDINATES (ANGSTROEM)
Fe  1.80  0.05  0.44
N  0.43  -0.10  1.85
C  -0.03  1.33  1.92
C  1.26  2.07  2.29
N  2.59  1.32  1.77
H  -0.32  -0.91  1.63
H  0.78  -0.41  2.82
H  -0.04  1.68  0.79
H  2.82  6.07  -0.83
H  1.21  2.21  3.47
H  1.17  2.95  1.79
H  3.32  1.28  2.44
H  2.96  1.68  0.93
C  -0.17  5.54  -3.56
O  -0.94  5.17  -2.41
C  -0.52  3.71  -2.12
C  -1.55  2.90  -2.48
C  -1.22  1.63  -2.48
C  -0.10  1.05  -1.96
C  0.11  -0.36  -1.79
C  -0.40  -1.52  -2.83
O  0.74  -0.82  -0.85
C  0.85  1.94  -1.49
O  2.00  1.47  -0.87
C  0.70  3.38  -1.76
H  -0.65  6.40  -4.01
H  -0.17  4.58  -4.23
H  0.77  5.76  -3.20
H  -2.68  2.99  -2.84
H  -1.95  1.00  -2.80
H  -1.17  -2.00  -2.39
H  0.43  -2.45  -2.65
H  -0.48  -1.30  -3.86
H  1.51  3.97  -1.36
Se  -6.80  1.99  0.32
Se  -7.33  1.71  2.39
Se  -7.95  -1.50  0.93
Se  -7.27  -0.10  -0.70
Br  -0.78  -6.28  4.51
C  0.19  -5.40  2.91
C  -0.27  -5.91  1.71
C  0.74  -5.60  0.65
C  1.63  -4.52  0.77
C  1.65  -3.90  2.00
C  0.94  -4.23  3.06
C  2.52  -2.57  2.14
O  2.88  -2.09  3.28
O  2.67  -1.94  1.02
H  -0.54  -6.90  1.71
H  1.05  -6.25  -0.21
H  2.36  -4.61  0.01
H  1.26  -4.14  4.09

***

Record 2
Density functional theory data (wB97M-V/def2-TZVPD) for C18H21BrN2O3S2 in the gas phase at a distorted geometry.

ΔE to the lowest compared entry with this formula, charge and spin = 38.2 kJ/mol
electronic energy = -4404.12600 hartree
net charge = 0
SMILES string = O=C(CCCc1cccs1)N1CCN(S(=O)(=O)c2ccccc2Br)CC1
2S+1 = 1
gap between HOMO and LUMO = 9.2 eV
strongest force on any atom = 1.13 eV/A
HOMO energy = -8.79 eV

CARTESIAN COORDINATES (ANGSTROEM)
O  2.14  3.52  -1.49
C  2.10  2.90  -0.44
N  0.91  2.51  0.09
C  0.68  1.66  1.23
H  1.60  1.45  1.77
C  0.03  0.35  0.77
N  -1.18  0.60  0.02
S  -2.56  0.89  0.93
O  -2.45  0.17  2.16
O  -2.87  2.29  1.00
C  -3.80  0.12  -0.10
C  -3.73  -1.23  -0.41
C  -4.71  -1.83  -1.18
C  -5.77  -1.06  -1.65
C  -5.84  0.29  -1.35
C  -4.86  0.88  -0.58
H  -4.88  1.93  -0.31
H  -6.66  0.89  -1.72
H  -6.53  -1.52  -2.26
H  -4.65  -2.88  -1.41
Br  -2.29  -2.26  0.22
C  -0.99  1.53  -1.08
H  -1.97  1.74  -1.51
C  -0.32  2.82  -0.62
H  -0.06  3.45  -1.47
H  -1.00  3.36  0.05
H  -0.37  1.03  -1.83
H  -0.24  -0.27  1.63
H  0.71  -0.21  0.12
H  -0.02  2.17  1.91
C  3.36  2.53  0.31
H  3.23  2.64  1.39
C  3.81  1.11  -0.03
H  3.04  0.39  0.23
H  3.98  1.04  -1.11
C  5.11  0.74  0.71
C  5.53  -0.65  0.37
C  5.29  -1.80  1.07
C  5.79  -2.95  0.43
C  6.40  -2.67  -0.75
S  6.37  -0.99  -1.11
H  6.86  -3.34  -1.44
H  5.71  -3.95  0.83
H  4.78  -1.82  2.02
H  5.89  1.44  0.43
H  4.94  0.81  1.78
H  4.13  3.23  -0.01

***

Record 3
Density functional theory data (wB97M-V/def2-TZVPD) for C18H21CaN4O7S as an isolated structure.

ΔE to the lowest compared entry with this formula, charge and spin = 22.8 kJ/mol
electronic energy = -2520.32579 hartree
net charge = -1
2S+1 = 1
gap between HOMO and LUMO = 7.9 eV
strongest force on any atom = 0.69 eV/A
HOMO energy = -6.05 eV

CARTESIAN COORDINATES (ANGSTROEM)
Ca  -0.04  0.15  0.01
O  1.65  -0.67  1.50
C  1.10  -0.81  2.81
C  -0.32  -1.37  2.81
N  -1.29  -0.54  2.08
C  -1.64  0.70  2.78
C  -0.75  1.95  2.48
O  -0.74  2.83  3.32
O  -0.17  1.93  1.34
C  -2.41  -1.36  1.59
C  -2.01  -2.23  0.37
O  -2.34  -3.41  0.34
O  -1.35  -1.58  -0.53
H  1.74  -1.54  1.03
H  1.12  0.18  3.27
H  1.75  -1.45  3.42
H  -0.63  -1.49  3.86
H  -0.31  -2.36  2.35
H  -1.66  0.56  3.87
H  -2.65  1.00  2.48
H  -3.20  -0.68  1.25
H  -2.82  -2.01  2.37
N  1.66  -2.57  -0.56
C  2.64  -2.10  -1.55
C  2.33  -0.72  -2.17
O  2.95  -0.40  -3.18
O  1.45  -0.04  -1.54
H  1.71  -3.58  -0.48
H  0.71  -2.38  -0.88
H  2.78  -2.81  -2.37
H  3.62  -1.99  -1.06
S  -4.58  4.69  -2.75
C  -3.32  3.50  -2.31
C  -2.11  3.91  -1.78
C  -1.19  2.95  -1.41
N  -1.41  1.64  -1.53
C  -2.58  1.25  -2.04
C  -3.56  2.14  -2.45
C  -4.07  5.10  -4.40
C  -4.46  4.34  -5.49
C  -4.06  4.73  -6.76
N  -3.31  5.80  -7.01
C  -2.94  6.53  -5.96
C  -3.29  6.22  -4.65
H  -1.89  4.96  -1.64
H  -0.23  3.24  -0.99
H  -2.73  0.18  -2.11
H  -4.50  1.78  -2.85
H  -5.07  3.46  -5.36
H  -4.36  4.14  -7.62
H  -2.33  7.40  -6.16
H  -2.96  6.85  -3.83

***

Record 4
Density functional theory data (wB97M-V/def2-TZVPD) for C18H21ClN2O5 as an isolated structure at a distorted geometry.

ΔE to the lowest compared entry with this formula, charge and spin = 1965.7 kJ/mol
electronic energy = -1643.71511 hartree
net charge = 0
2S+1 = 1
gap between HOMO and LUMO = 8.4 eV
strongest force on any atom = 17.74 eV/A
HOMO energy = -7.88 eV

CARTESIAN COORDINATES (ANGSTROEM)
C  2.79  7.67  1.75
H  3.26  8.53  1.64
O  3.18  6.80  0.52
C  2.60  5.70  0.44
C  1.45  5.25  1.28
C  1.19  3.96  1.06
C  1.74  3.21  0.09
C  2.60  3.78  -1.00
C  3.12  5.07  -0.71
H  3.87  5.40  -1.23
H  3.23  3.19  -1.89
O  1.15  2.04  -0.43
C  1.38  1.19  -1.30
C  0.86  -0.19  -1.39
C  -0.64  -0.34  -1.37
C  -0.52  -1.78  -1.18
N  0.51  -2.34  -1.17
O  1.51  -1.28  -1.26
C  -1.93  -2.64  -1.45
O  -2.80  -1.97  -1.62
N  -1.98  -3.78  -1.03
C  -0.66  -4.61  -0.38
H  0.18  -4.13  -0.51
H  -0.60  -5.57  -0.92
C  -1.29  -4.96  0.75
C  -0.21  -6.00  1.63
H  -0.59  -6.14  2.81
H  -0.04  -6.90  0.93
H  0.87  -5.38  1.77
O  -2.46  -5.74  1.14
C  -3.50  -4.93  0.41
C  -4.89  -5.66  0.57
H  -4.96  -6.04  1.65
H  -4.78  -6.59  0.14
H  -5.67  -5.12  0.31
C  -3.08  -4.63  -1.06
H  -4.10  -3.83  -1.44
H  -2.96  -5.54  -1.38
H  -3.58  -3.99  1.10
H  -1.13  -4.03  1.59
H  -1.33  0.18  -1.13
H  1.68  1.68  -2.22
H  2.68  0.99  -1.20
Cl  -0.09  3.30  2.08
H  1.29  5.81  1.99
H  2.83  7.13  2.69
H  1.62  7.91  1.71

***

Record 5
Density functional theory data (wB97M-V/def2-TZVPD) for C18H21FN6O in the gas phase at a distorted geometry.

ΔE to the lowest compared entry with this formula, charge and spin = 19.4 kJ/mol
electronic energy = -1202.06164 hartree
net charge = 0
SMILES string = Cc1nonc1N1CCN(Cc2cn(C)nc2-c2ccccc2F)CC1
2S+1 = 1
gap between HOMO and LUMO = 8.9 eV
strongest force on any atom = 1.30 eV/A
HOMO energy = -8.31 eV

CARTESIAN COORDINATES (ANGSTROEM)
C  2.43  -2.44  1.32
C  3.38  -1.44  0.77
N  4.56  -1.29  1.28
O  5.20  -0.34  0.58
N  4.41  0.14  -0.41
C  3.27  -0.51  -0.34
N  2.26  -0.31  -1.21
C  0.91  -0.77  -0.92
H  0.89  -1.86  -0.87
C  -0.03  -0.30  -2.03
N  -0.07  1.14  -2.19
C  1.20  1.77  -1.90
C  2.35  0.80  -2.14
H  2.32  0.43  -3.17
H  3.31  1.30  -1.97
H  1.26  2.12  -0.86
H  1.31  2.65  -2.55
C  -1.21  1.81  -1.57
C  -1.23  1.77  -0.08
C  -0.64  2.69  0.77
N  -0.75  2.22  2.03
N  -1.36  1.05  2.06
C  -1.67  0.75  0.80
C  -2.35  -0.52  0.51
C  -3.45  -0.61  -0.33
C  -4.07  -1.82  -0.60
C  -3.60  -2.97  0.00
C  -2.53  -2.90  0.87
C  -1.92  -1.69  1.13
H  -1.10  -1.63  1.82
H  -2.17  -3.80  1.36
H  -4.08  -3.92  -0.21
H  -4.92  -1.84  -1.27
F  -3.96  0.50  -0.91
C  -0.31  2.85  3.24
H  0.78  2.98  3.23
H  -0.78  3.82  3.37
H  -0.58  2.20  4.07
H  -0.19  3.64  0.56
H  -1.17  2.85  -1.90
H  -2.11  1.36  -1.99
H  -1.03  -0.68  -1.82
H  0.30  -0.75  -2.98
H  0.57  -0.37  0.04
H  2.19  -3.20  0.58
H  1.50  -1.96  1.65
H  2.90  -2.92  2.18

***

Record 6
Density functional theory data (wB97M-V/def2-TZVPD) for C18H21FNO8S as an isolated structure at a distorted geometry.

electronic energy = -1853.24075 hartree
net charge = -1
2S+1 = 1
gap between HOMO and LUMO = 4.4 eV
strongest force on any atom = 3.12 eV/A
HOMO energy = -4.15 eV

CARTESIAN COORDINATES (ANGSTROEM)
C  2.38  -0.94  -2.29
C  1.42  -0.82  -3.45
S  0.33  0.61  -3.40
C  -0.83  0.19  -1.96
N  -2.10  -0.30  -2.21
C  -2.15  -1.71  -2.42
C  -1.77  -2.61  -1.22
C  -0.60  -3.47  -1.51
F  -0.26  -4.30  -0.42
H  1.92  -1.43  -1.44
H  2.67  0.06  -1.98
H  3.27  -1.49  -2.57
H  0.84  -1.72  -3.54
H  1.99  -0.70  -4.36
H  -0.21  -0.43  -1.30
H  -0.96  1.13  -1.44
H  -3.17  -1.95  -2.67
H  -1.56  -2.03  -3.29
H  -2.60  -3.24  -0.94
H  -1.54  -1.97  -0.38
H  -0.77  -4.14  -2.35
H  0.29  -2.88  -1.69
C  -4.02  3.60  0.12
C  -4.72  3.56  1.25
C  -5.05  2.27  1.98
O  -5.69  2.43  3.03
C  -4.63  1.04  1.43
C  -3.91  1.01  0.26
C  -3.55  2.35  -0.46
O  -2.90  2.24  -1.47
O  -3.52  -0.08  -0.25
O  -5.20  4.62  1.88
H  -3.78  4.52  -0.40
H  -4.90  0.14  1.96
H  -2.90  -0.17  -1.25
H  -5.65  4.25  2.67
C  4.65  -0.78  3.69
C  3.71  -0.95  2.74
C  3.58  -0.01  1.55
O  2.71  -0.28  0.75
C  4.47  1.12  1.46
C  5.40  1.29  2.41
C  5.55  0.34  3.59
O  6.44  0.59  4.38
O  6.27  2.28  2.44
O  2.84  -1.93  2.73
H  4.75  -1.44  4.54
H  4.36  1.79  0.62
H  6.81  2.13  3.25
H  2.29  -1.81  1.93